Entry A
This record from the Open Molecules 2025 dataset describes a gas-phase ion, C8H16NO6 (charge +1). The level of theory is ωB97M-V/def2-TZVPD.

As for the net charge: +1. The calculation puts the frontier orbital gap (alpha / beta) at 9.23 / 8.03 eV. As for the multiplicity: 1. For the HOMO energy (alpha / beta), the calculation gives -12.7 / -12.1 eV.

Last column: Löwdin charge in e.
CARTESIAN COORDINATES (ANGSTROEM)
C 1.6303 2.0234 0.1344  -0.125
C 0.4573 2.3519 -0.2945  0.132
C 2.3016 0.6858 0.4452  -0.222
C -0.8170 -0.0173 -0.7982  -0.201
C 1.3453 -0.6356 0.6958  -0.429
C 0.3879 -1.0038 -0.5622  -0.455
C -2.3956 1.4284 0.4316  0.053
C -2.7376 -1.1870 0.2929  0.046
N -1.7772 0.0039 0.3184  -0.111
O 3.1110 0.2493 -0.6439  -0.033
O -1.4719 0.0677 -1.9289  0.136
O 0.6088 -0.3669 1.8633  0.091
O 2.0658 -1.7740 0.9076  0.094
O 1.0318 -1.1511 -1.7570  0.081
O -0.1994 -2.1882 -0.1471  0.017
H 2.4237 2.7881 0.1320  0.124
H 0.2744 3.3174 -0.6808  0.055
H 2.9104 0.7345 1.3618  0.160
H -3.2957 1.4237 1.0658  0.107
H -1.5529 2.1514 0.6677  0.086
H -2.6681 1.5765 -0.6332  0.104
H -3.3304 -1.1339 -0.6321  0.110
H -2.0427 -2.1141 0.3583  0.124
H -3.3432 -1.1195 1.2348  0.117
H -1.1855 -0.1159 1.1284  0.123
H 3.5808 1.0376 -0.9747  0.133
H -0.9316 -0.3980 -2.6074  0.165
H 0.3515 -1.1871 2.1558  0.076
H 2.9422 -1.7115 0.4927  0.139
H 1.9595 -0.7611 -1.6789  0.136
H 0.3664 -2.9743 -0.3476  0.169



Entry B
This record from the Open Molecules 2025 dataset describes 2 unconnected molecules or ions with the total composition C8H16NO6. The level of theory is ωB97M-V/def2-TZVPD.

As for the net charge: +1. The calculation puts the frontier orbital gap at 8.74 eV. As for the multiplicity: 1. For the HOMO energy, the calculation gives -11.3 eV.

Last column: Löwdin charge in e.
CARTESIAN COORDINATES (ANGSTROEM)
C -2.2273 -0.4433 -0.7684  -0.028
C -0.7799 -0.3705 -0.8247  -0.023
C -3.0864 0.2386 0.0557  -0.130
C -0.0857 0.7611 -0.7983  -0.316
C -0.2473 -1.8446 1.5383  -0.350
C 0.9088 -1.1921 1.3683  -0.429
C 1.7849 0.6424 -2.3626  0.028
C 2.0718 1.7283 -0.2620  -0.010
N 1.3637 0.6657 -0.9318  -0.107
O -2.7850 1.2991 0.8615  0.065
O -0.5734 1.9802 -0.5880  0.130
O -0.6462 -2.9268 0.7495  0.073
O -1.3009 -1.2298 2.1751  0.069
O 1.0678 -0.0472 2.0595  0.113
O 2.0148 -1.5277 0.7079  0.105
H -2.6586 -1.4002 -1.0516  0.124
H -0.1936 -1.2177 -1.0004  0.112
H -4.0371 -0.1447 0.1498  0.106
H 2.8290 0.4523 -2.6566  0.120
H 1.3302 -0.2222 -2.9768  0.149
H 1.5349 1.5771 -2.7278  0.082
H 3.0905 1.4470 -0.1883  0.103
H 2.0571 2.6996 -0.7850  0.127
H 1.7175 1.9911 0.7568  0.122
H 1.6772 -0.2427 -0.6109  0.125
H -3.4539 1.5522 1.4022  0.074
H -1.2720 2.0407 0.0570  0.093
H -1.1793 -3.4701 1.3488  0.126
H -2.0753 -1.1952 1.5962  0.093
H 0.2732 -0.0844 2.5736  0.100
H 2.8807 -1.5163 1.1328  0.155



Relative energies, in kcal/mol, with the most stable structure set to zero: entry A 38.1; entry B 0.0.



Entry A
This record from the Open Molecules 2025 dataset describes 2 unconnected molecules or ions with the total composition C3H5ClS2. The level of theory is ωB97M-V/def2-TZVPD.

The calculation puts the frontier orbital gap (alpha / beta) at 5.09 / 5.11 eV. As for the multiplicity: 1. For the HOMO energy (alpha / beta), the calculation gives -8.4 / -8.4 eV.

Last column: Löwdin charge in e.
CARTESIAN COORDINATES (ANGSTROEM)
C -0.8339 0.7190 0.3588  -0.149
C -1.6414 -0.5307 0.2029  -0.158
C -0.1400 -0.6399 -0.0560  -0.822
S 0.5961 -0.9343 -1.5854  0.685
S 2.7185 1.5388 -0.7925  -0.017
Cl 4.0091 0.0830 -0.3920  -0.083
H -0.6451 1.4797 -0.4420  0.103
H -0.5390 1.0426 1.3521  0.101
H -1.7778 -0.8389 1.2358  0.103
H -2.3253 -0.8208 -0.6343  0.124
H 0.5788 -1.0985 0.7525  0.112



Entry B
This record from the Open Molecules 2025 dataset describes a single C3H5ClS2 molecule. The level of theory is ωB97M-V/def2-TZVPD.

The calculation puts the frontier orbital gap at 7.65 eV. As for the multiplicity: 1. Its SMILES is CSC(=S)CCl. For the HOMO energy, the calculation gives -8.9 eV.

Last column: Löwdin charge in e.
CARTESIAN COORDINATES (ANGSTROEM)
C -1.4505 1.8266 1.4106  -0.399
C -0.0921 -0.2252 0.2585  -1.150
C 1.3861 -0.0185 0.0685  -0.712
H -0.5297 2.0748 1.9100  0.029
H -2.0227 1.1420 2.0565  0.042
H -2.0249 2.7526 1.2883  0.040
H 1.6770 1.0087 0.2687  0.061
H 1.9995 -0.6681 0.7442  0.079
S -1.1300 1.1159 -0.2181  0.773
S -0.7085 -1.6682 0.8803  0.667
Cl 1.8386 -0.4101 -1.6052  0.568



Entry C
This record from the Open Molecules 2025 dataset describes a single C3H5ClS2 molecule. The level of theory is ωB97M-V/def2-TZVPD.

The calculation puts the frontier orbital gap at 8.38 eV. As for the multiplicity: 1. Its SMILES is S=C[C@H](Cl)CS. For the HOMO energy, the calculation gives -9.0 eV.

Last column: Löwdin charge in e.
CARTESIAN COORDINATES (ANGSTROEM)
C 0.6370 -0.8290 -0.2197  -0.680
C -0.0337 0.3316 0.4736  -0.832
C -1.5824 0.3902 0.2411  -0.675
H 2.3334 -0.9946 1.2310  -0.169
H 0.1819 -1.6783 0.2976  0.064
H 0.3921 -0.8931 -1.2809  0.082
H 0.0673 0.2697 1.5109  0.081
H -2.0508 1.4119 0.1900  0.043
S 2.3831 -1.0042 -0.0474  0.749
S -2.6200 -0.8281 -0.1004  0.688
Cl 0.5141 1.8731 -0.1503  0.649



Relative energies, in kcal/mol, with the most stable structure set to zero: entry A 82.0; entry B 0.0; entry C 3.7.



Entry A
This record from the Open Molecules 2025 dataset describes a gas-phase ion, C6H11N (charge -1). The level of theory is ωB97M-V/def2-TZVPD.

As for the net charge: -1. The calculation puts the frontier orbital gap (alpha / beta) at 3.83 / 6.20 eV. As for the multiplicity: 2. As for the expectation value of S²: 0.777. For the HOMO energy (alpha / beta), the calculation gives 0.6 / -2.0 eV.

Last column: Löwdin spin population.
CARTESIAN COORDINATES (ANGSTROEM)
C 0.6883 -1.7143 -0.3838  0.015
N -0.3675 0.4652 -2.1258  0.064
C 0.0090 0.6801 -0.7710  0.271
C 0.3094 -0.3524 0.1079  0.053
C -0.2840 -0.2393 1.3937  0.132
C 0.1671 -0.9300 2.4970  0.237
C -0.3243 2.0571 -0.2920  0.070
H 1.6633 -2.0637 0.0013  0.009
H 0.7000 -1.7157 -1.4754  0.000
H 0.0469 -2.4799 0.0400  0.004
H -0.9303 -0.3682 -2.2987  0.031
H -0.7746 1.3121 -2.5087  0.012
H -1.1660 0.3837 1.4872  0.004
H -0.4531 -1.2542 3.3293  0.030
H 1.2005 -1.2782 2.4530  0.024
H 0.0887 2.8460 -0.9324  0.013
H 0.1981 2.2473 0.6455  0.001
H -1.4291 2.1369 -0.2626  0.029



Entry B
This record from the Open Molecules 2025 dataset describes a gas-phase ion, C6H11N (charge -1). The level of theory is ωB97M-V/def2-TZVPD.

As for the net charge: -1. The calculation puts the frontier orbital gap (alpha / beta) at 5.28 / 5.27 eV. As for the multiplicity: 2. As for the expectation value of S²: 0.756. For the HOMO energy (alpha / beta), the calculation gives -0.9 / -0.9 eV.

Last column: Löwdin spin population.
CARTESIAN COORDINATES (ANGSTROEM)
C 1.7077 -1.2445 0.0021  0.008
N 0.7952 0.6343 -1.9215  -0.001
C 0.0262 0.5042 -0.6943  0.014
C 0.4804 -0.3771 0.2823  0.050
C 0.1789 -0.1464 1.7187  0.025
C -2.2977 0.6278 0.1584  0.664
C -1.2026 1.1928 -0.6214  0.109
H 2.5698 -0.6369 -0.2946  0.003
H 1.6068 -2.0364 -0.7656  0.002
H 1.8930 -1.8890 0.8634  0.000
H 0.1917 1.1085 -2.5622  0.001
H 0.9330 -0.2927 -2.2776  0.000
H 0.4361 0.8301 2.1653  0.001
H -0.8865 -0.2954 1.9643  0.011
H 0.6871 -0.8516 2.3945  0.001
H -2.6756 1.0376 1.1065  0.042
H -2.9585 -0.1623 -0.2137  0.043
H -1.4851 1.9970 -1.3045  0.027



Entry C
This record from the Open Molecules 2025 dataset describes a gas-phase ion, C6H11N (charge -1). The level of theory is ωB97M-V/def2-TZVPD.

As for the net charge: -1. The calculation puts the frontier orbital gap (alpha / beta) at 5.41 / 5.33 eV. As for the multiplicity: 2. As for the expectation value of S²: 0.773. For the HOMO energy (alpha / beta), the calculation gives -1.2 / -1.1 eV.

Last column: Löwdin spin population.
CARTESIAN COORDINATES (ANGSTROEM)
C 0.3794 1.2374 0.9894  0.021
N -1.2511 -1.5067 0.5095  0.092
C -0.1840 -0.8786 -0.1861  0.251
C -0.4235 0.6881 -0.2472  0.015
C -1.8103 1.1633 -0.2166  0.003
C 2.1429 -0.8188 -1.0031  0.464
C 0.9328 -1.5092 -0.6808  0.068
H 0.2322 2.3081 1.0041  0.002
H 0.1170 0.7818 1.9464  0.001
H 1.4292 0.9963 0.7837  0.007
H -1.9735 -0.7273 0.4767  0.001
H -0.9647 -1.7811 1.4416  0.015
H -2.4793 1.2521 -1.0665  0.000
H -2.1074 1.7414 0.6515  -0.001
H 0.1321 0.9391 -1.1732  0.001
H 1.9018 0.1257 -1.4779  0.030
H 3.0214 -1.4174 -1.2016  0.039
H 0.9050 -2.5943 -0.5497  -0.006



Relative energies, in kcal/mol, with the most stable structure set to zero: entry A 0.0; entry B 18.1; entry C 19.6.